<A>
11
Properties=species:S:1:pos:R:3:mulliken_charge:R:1 method="wB97M-V/def2-TZVPD" spin_multiplicity=1 smiles="[H]/N=C/N(C=O)C=S" gap_ev=8.6
C -0.1872 -1.4079 -0.2893 0.0092
C 0.4395 0.6413 0.6523 -0.0710
C -0.9215 0.7148 -1.4140 0.1987
H -0.2440 -3.1033 -1.1727 0.2684
H 0.1583 -1.8790 0.6813 0.2774
H 0.5868 1.7288 0.3737 0.2723
H -1.7764 0.0504 -2.0032 0.2914
N -0.5515 -2.0461 -1.3314 -0.5845
N -0.2760 0.0028 -0.3074 0.1146
O -0.7434 1.9454 -1.6463 -0.4808
S 1.0644 0.1408 2.0668 -0.2956



<B>
11
Properties=species:S:1:pos:R:3:mulliken_charge:R:1 method="wB97M-V/def2-TZVPD" spin_multiplicity=1 gap_ev="7.3 / 7.5"
C -0.6992 0.2005 0.1824 -0.0865
C 1.6875 -0.8045 0.0305 0.5784
C 1.9397 0.5688 -0.1803 -0.4705
N 0.6257 -0.0135 0.3338 -0.1222
N -3.0445 -0.0065 0.1467 -0.5839
O 2.0116 -1.9515 0.0382 -0.5233
S -1.8595 -0.9493 -0.1284 0.1781
H -1.1230 1.2186 0.3398 0.3270
H 2.5528 1.3063 0.4057 0.2383
H 1.8686 0.7574 -1.2631 0.2395
H -3.9598 -0.3264 0.0947 0.2251



<C>
11
Properties=species:S:1:pos:R:3:mulliken_charge:R:1 method="wB97M-V/def2-TZVPD" spin_multiplicity=1 gap_ev="7.4 / 7.4"
C 0.6915 -0.2599 -0.0497 -0.0802
C -1.6669 0.8426 0.0057 0.5588
C -1.9458 -0.6141 0.0471 -0.6096
N -0.6304 0.0252 -0.0907 -0.0115
N 3.1875 0.0443 -0.0462 -0.5808
O -2.0347 1.9739 0.0051 -0.5301
S 1.8811 0.8993 0.0582 0.2011
H 0.9882 -1.2936 -0.1554 0.3293
H -2.1674 -1.0960 0.9939 0.2560
H -2.3145 -1.1435 -0.8244 0.2345
H 4.0114 0.6218 0.0564 0.2325



Order of stability, best first: <A>, <C>, <B>



<A>
10
Properties=species:S:1:pos:R:3:mulliken_charge:R:1 method="wB97M-V/def2-TZVPD" spin_multiplicity=1 smiles=C#CN(N)N gap_ev=10.0
C 2.4502 -0.0134 -0.1875 -0.3345
C 1.2889 -0.2890 -0.1102 -0.1587
N -0.7370 -1.3858 -0.1780 -0.5429
N -0.7769 0.8725 -0.5572 -0.5994
N -0.0671 -0.1799 0.1223 0.1155
H 3.4336 0.1170 -0.3552 0.4480
H -1.4963 -1.4235 0.4922 0.2587
H -1.2111 -1.3820 -1.0311 0.2582
H -0.2736 1.0748 -1.4250 0.2638
H -0.6717 1.8107 0.0202 0.2914



<B>
10
Properties=species:S:1:pos:R:3:mulliken_charge:R:1 method="wB97M-V/def2-TZVPD" spin_multiplicity=1 gap_ev=10.7
C 0.6946 0.9239 1.4601 -0.1993
C 0.0308 -0.4605 -1.1320 -0.0187
H 0.9049 1.9399 0.7804 0.2057
H 1.0840 0.9315 2.4092 0.3404
H -1.2297 -1.2741 0.2244 0.3610
H 1.0542 -0.5460 -0.6389 0.3186
H -1.4056 -0.6339 -2.1685 0.3037
N 0.0610 -0.2625 1.3462 -0.3646
N -0.8590 0.0783 0.0162 -0.4310
N -0.3352 -0.6967 -2.2970 -0.5159



<C>
10
Properties=species:S:1:pos:R:3:mulliken_charge:R:1 method="wB97M-V/def2-TZVPD" spin_multiplicity=1 gap_ev="9.6 / 7.8"
C 1.4984 0.5692 0.1197 0.6119
C -0.9014 1.0431 0.0860 -0.6268
N 2.5801 0.7131 -0.2779 -0.4199
N 0.0949 -2.1011 0.2805 -0.4698
N 0.2920 0.4265 0.5184 -0.3918
H -1.6763 0.3957 0.5234 0.2724
H -0.9458 2.0998 0.5691 0.2946
H -1.2005 1.2051 -1.0727 0.2609
H -0.6727 -2.3331 -0.4278 0.2369
H 0.9312 -2.0184 -0.3187 0.2316



<D>
10
Properties=species:S:1:pos:R:3:mulliken_charge:R:1 method="wB97M-V/def2-TZVPD" spin_multiplicity=1 smiles="C1CNN=N1" gap_ev=10.4
C 0.2752 -1.0247 -0.0266 -0.3456
C 0.7614 0.3573 -0.0026 -0.3170
N -1.2276 -0.9038 0.0321 -0.1843
N -1.6704 0.2041 -0.0332 -0.1937
N -0.7658 1.2045 0.1978 -0.2210
H 0.5115 -1.8286 -0.7268 0.2948
H 0.5959 -1.6057 0.9443 0.1739
H 1.3492 0.6309 0.8471 0.2431
H 1.0890 0.9620 -0.7815 0.2800
H -0.9183 2.0041 -0.4506 0.2699



Order of stability, best first: <D>, <A>, <C>, <B>



<A>
15
Properties=species:S:1:pos:R:3:mulliken_charge:R:1 method="wB97M-V/def2-TZVPD" spin_multiplicity=1 smiles="C=C/C=C(/C)N" gap_ev=8.5
N 1.4673 -0.2338 -1.0558 -0.4474
C 0.3202 -0.7169 -0.4074 0.4200
C -0.4453 0.1225 0.3651 -0.1855
C -0.2084 1.5240 0.6333 -0.2112
C -1.2100 2.3059 1.1110 -0.9274
C 0.0181 -2.1961 -0.5940 -0.9885
H 2.3124 -0.7585 -1.0831 0.2113
H 1.2886 0.7915 -1.1237 0.1679
H -1.3309 -0.3696 0.7132 0.2968
H 0.6634 2.0271 0.1834 0.2334
H -1.1212 3.3485 1.1922 0.3518
H -1.9202 1.7630 1.8085 0.2049
H -0.2174 -2.5445 0.4354 0.3151
H 1.0291 -2.5984 -0.7546 0.2993
H -0.6456 -2.4647 -1.4236 0.2593



<B>
15
Properties=species:S:1:pos:R:3:mulliken_charge:R:1 method="wB97M-V/def2-TZVPD" spin_multiplicity=1 gap_ev=4.7
C 2.2753 0.1325 0.3933 -1.1903
C 1.3268 -0.3295 -0.6544 -0.2963
C -0.0683 -0.5486 -0.2538 -0.4075
C -0.9090 0.7162 -0.6311 -0.0822
N -2.1896 0.7530 -0.4474 -0.4344
C -2.7517 0.0683 0.6205 -0.4978
H 3.1724 -0.4754 0.6635 0.3303
H 2.8975 0.9862 0.0667 0.3091
H 1.9434 0.4558 1.4015 0.3214
H -0.6808 -1.2856 -0.7742 0.3508
H 1.8160 -0.8821 -1.4501 0.3644
H -0.2313 -0.6071 0.8302 0.2751
H -0.4262 1.3795 -1.3462 0.4080
H -3.6112 0.6499 0.9116 0.2962
H -2.5634 -1.0131 0.6700 0.2532



Order of stability, best first: <A>, <B>



<A>
14
Properties=species:S:1:pos:R:3:mulliken_charge:R:1 method="wB97M-V/def2-TZVPD" spin_multiplicity=1 charge=-2 gap_ev=6.8
N -0.3503 0.6649 1.4647 -0.6960
N -1.1578 -1.7397 0.9149 -0.5071
O -3.5248 -2.1802 -0.2269 -0.6464
O 1.1411 1.7470 -2.1573 -0.6084
O -2.2875 -0.1304 -0.6992 -0.6308
O 1.0677 -1.3014 1.7573 -0.7391
O 0.7596 -0.2462 -0.5563 -0.2703
O 2.9258 0.2900 -1.5705 -0.6508
O 2.2146 1.9983 -0.0480 -0.7225
S -2.2251 -1.5804 -0.5934 0.4852
S 0.0607 -0.7948 0.7946 1.1744
S 1.8184 1.0608 -1.1141 1.1749
H 0.5370 1.1775 1.2776 0.2728
H -0.9795 1.0347 0.7566 0.3643



<B>
14
Properties=species:S:1:pos:R:3:mulliken_charge:R:1 method="wB97M-V/def2-TZVPD" spin_multiplicity=1 charge=-2 gap_ev=7.9
N 0.0986 1.4995 -0.1443 -0.7161
N -0.9543 -0.5288 -1.5115 -0.4359
O -0.9916 -3.0060 -1.4780 -0.6437
O -1.6664 -0.1176 1.2886 -0.6074
O 0.7826 -1.6514 -0.1364 -0.6671
O -0.8652 1.8091 -2.3217 -0.7508
O -2.4955 1.3393 -0.5108 -0.3221
O -3.3967 -1.0563 -0.2874 -0.6367
O -4.0036 0.6512 1.3272 -0.6995
S -1.0412 -1.7922 -0.5573 0.7512
S -0.9173 0.9686 -1.1409 0.9715
S -2.9349 0.1231 0.4881 1.1695
H 0.3495 0.7471 0.4874 0.2966
H 1.1478 -0.8175 -0.5633 0.2904



Order of stability, best first: <A>, <B>



<A>
30
Properties=species:S:1:pos:R:3:mulliken_charge:R:1 method="wB97M-V/def2-TZVPD" spin_multiplicity=1 smiles="CC(=O)O.CC(C)C.CC" gap_ev=11.4
C 1.6488 1.0671 1.1981 0.8585
C 2.2864 -0.1459 -1.7564 -0.7570
C 3.0993 1.3346 1.4794 -1.1959
C 2.0107 -1.5365 -1.2033 -0.7062
O 0.9411 1.7293 0.4654 -0.5774
O 1.1430 0.1441 2.0265 -0.4732
H 0.1814 0.0636 1.8956 0.2953
H 1.6072 0.6100 -1.2872 0.1366
H 2.1062 -0.1196 -2.8313 0.3510
H 3.3235 0.1383 -1.5928 0.3119
H 3.6075 0.4073 1.7244 0.3296
H 3.1692 1.9993 2.3373 0.3664
H 3.5572 1.8145 0.6184 0.3179
H 0.9930 -1.8487 -1.4353 0.1533
H 2.6997 -2.2636 -1.6272 0.3557
H 2.1359 -1.5522 -0.1223 0.2089
C -2.1727 0.1564 0.0897 1.5036
C -3.5306 0.7189 0.5041 -1.6436
C -1.8554 -1.1076 0.8899 -1.6145
C -2.1496 -0.1460 -1.4066 -1.4619
H -1.4066 0.9126 0.2921 0.0022
H -2.3804 0.7492 -1.9801 0.3890
H -3.7436 1.6396 -0.0344 0.3984
H -4.3221 0.0035 0.2860 0.3477
H -3.5497 0.9363 1.5707 0.3925
H -2.6094 -1.8716 0.7003 0.4219
H -1.8529 -0.9032 1.9615 0.3911
H -0.8875 -1.5196 0.6027 0.2995
H -1.1661 -0.4977 -1.7112 0.2193
H -2.8834 -0.9124 -1.6541 0.3796



<B>
30
Properties=species:S:1:pos:R:3:mulliken_charge:R:1 method="wB97M-V/def2-TZVPD" spin_multiplicity=1 smiles="C=C(C)O.CC(C)CO.C" gap_ev=9.6
C -0.0107 -0.1298 2.4150 1.0772
C -1.1516 -0.1984 3.3781 -1.5101
C 0.8458 -1.1643 2.1604 -1.1872
C -2.0944 -0.8934 0.2790 -1.0078
O 0.2268 1.0631 1.8167 -0.4526
H -0.4860 1.6836 2.0125 0.3610
H -1.3560 -1.2245 3.6643 0.3496
H -0.8897 0.3630 4.2783 0.3973
H -2.0586 0.2313 2.9506 0.4101
H 0.7200 -1.2976 0.4659 0.1600
H 0.7647 -2.0489 2.7705 0.3734
H 1.8666 -0.9157 1.8997 0.3377
H -2.2602 -1.5445 1.1283 0.2892
H -2.3385 0.1388 0.5167 0.2082
H -2.7739 -1.2123 -0.5078 0.3653
C 0.6112 0.7359 -1.7865 1.3682
C 1.4763 -0.4056 -1.2306 -0.6450
C 1.4861 1.9151 -2.2045 -1.6959
C -0.2340 0.2318 -2.9543 -1.5370
O 0.7206 -1.4438 -0.6621 -0.7272
H -1.0633 -1.0622 -0.1937 0.2518
H -0.0541 1.0684 -0.9807 -0.1004
H 2.1788 0.0116 -0.4913 0.2765
H 2.0687 -0.8426 -2.0436 0.3709
H 0.8755 2.7229 -2.6065 0.4189
H -0.7592 -0.6800 -2.6770 0.3444
H 2.0437 2.3046 -1.3531 0.3877
H 2.1994 1.6100 -2.9705 0.3494
H -0.9587 0.9832 -3.2667 0.3818
H 0.4051 0.0002 -3.8069 0.3849



Order of stability, best first: <A>, <B>



<A>
48
Properties=species:S:1:pos:R:3:mulliken_charge:R:1 method="wB97M-V/def2-TZVPD" spin_multiplicity=1 smiles="C[C@@H](OC(=O)c1cccnc1SCc1cc(=O)n2ccccc2n1)c1ccccn1" gap_ev=8.3
C -0.7200 -3.3891 -1.6996 -1.6629
H 0.1721 -3.9319 -2.0011 0.4833
H -1.4012 -3.3294 -2.5455 0.4098
H -1.2090 -3.9232 -0.8900 0.3416
C -0.3079 -1.9869 -1.2639 0.1630
C 0.6125 -2.0256 -0.0645 0.5159
N 1.8901 -1.7757 -0.3226 -0.3613
C 2.7526 -1.7979 0.6782 -0.5797
C 2.3894 -2.0329 1.9939 -0.6084
C 1.0558 -2.2934 2.2631 -0.6844
C 0.1502 -2.3089 1.2158 -0.2257
H -0.8895 -2.5291 1.3932 0.6008
H 0.7223 -2.4867 3.2717 0.4428
H 3.1279 -2.0151 2.7799 0.4315
H 3.7839 -1.6129 0.4045 0.6341
H 0.2309 -1.4912 -2.0802 0.2150
O -1.4067 -1.0919 -1.0183 -0.0268
C -2.5305 -1.4204 -0.3896 0.1956
O -2.8746 -2.5033 0.0007 -0.5623
C -3.3301 -0.1569 -0.2573 0.5510
C -4.4304 0.1229 -1.0522 -0.2634
C -5.0090 1.3826 -0.9783 -0.5733
C -4.4327 2.3221 -0.1375 -0.4826
N -3.4095 2.0524 0.6529 -0.5424
C -2.8885 0.8410 0.6181 0.3289
S -1.6209 0.4596 1.7909 -0.2373
C -0.6235 1.9925 1.6928 -0.7990
C 0.4708 1.7580 0.7029 0.7152
C 0.2084 1.5898 -0.6312 -0.4197
C 1.2381 1.2481 -1.5470 -0.0694
O 1.1353 1.0384 -2.7391 -0.7028
N 2.5361 1.1566 -0.9318 0.2587
C 3.5876 0.8213 -1.7208 -0.3038
C 4.8502 0.7420 -1.2326 -0.5249
C 5.0748 1.0084 0.1365 -0.3884
C 4.0222 1.3191 0.9384 -0.5671
C 2.7028 1.3898 0.4159 0.3536
N 1.7065 1.6710 1.2189 -0.5675
H 4.1310 1.5206 1.9910 0.5088
H 6.0766 0.9568 0.5346 0.3973
H 5.6676 0.4781 -1.8825 0.4310
H 3.3241 0.6368 -2.7527 0.4070
H -0.7910 1.6713 -1.0268 0.5577
H -0.2077 2.1733 2.6812 0.4450
H -1.3133 2.7823 1.4006 0.4723
H -4.8048 3.3362 -0.0802 0.3974
H -5.8661 1.6360 -1.5809 0.4080
H -4.8086 -0.6258 -1.7323 0.4879



<B>
48
Properties=species:S:1:pos:R:3:mulliken_charge:R:1 method="wB97M-V/def2-TZVPD" spin_multiplicity=1 smiles="C[C@@H](OC(=O)c1cccnc1SCc1cc(=O)n2ccccc2n1)c1ccccn1" gap_ev=8.4
C -2.3559 -2.6517 -0.4380 -1.6951
H -1.2977 -2.8524 -0.2980 0.4240
H -2.5234 -2.3521 -1.4684 0.3577
H -2.9320 -3.5467 -0.2203 0.4192
C -2.7896 -1.5171 0.4819 0.1903
C -4.2396 -1.1560 0.2472 0.7226
N -4.4940 -0.4527 -0.8462 -0.3301
C -5.7436 -0.1125 -1.1015 -0.3635
C -6.8102 -0.4636 -0.2897 -0.4438
C -6.5454 -1.2101 0.8478 -0.4033
C -5.2368 -1.5642 1.1258 -0.7950
H -4.9886 -2.1327 2.0087 0.3710
H -7.3451 -1.5048 1.5120 0.4080
H -7.8153 -0.1596 -0.5374 0.3872
H -5.8894 0.4690 -2.0028 0.3946
H -2.6512 -1.7895 1.5375 0.4003
O -1.9409 -0.4059 0.1885 -0.0399
C -2.1875 0.7345 0.8294 0.6946
O -3.0448 0.8667 1.6723 -0.6836
C -1.2825 1.8198 0.3979 -0.0164
C -1.5070 3.0985 0.8991 -0.4595
C -0.6922 4.1466 0.5098 -0.6840
C 0.3275 3.8656 -0.3869 -0.3938
N 0.5618 2.6596 -0.8662 -0.4365
C -0.2059 1.6445 -0.4923 0.4951
S 0.1760 0.0783 -1.1605 -0.0538
C 1.7019 0.4571 -2.1160 -0.9344
C 2.8993 0.3143 -1.2403 0.8105
C 3.4199 1.3775 -0.5503 -0.5232
C 4.5396 1.2234 0.3097 0.1700
O 5.0950 2.0752 0.9750 -0.6758
N 5.0367 -0.1293 0.3584 0.1091
C 6.1103 -0.3829 1.1512 -0.3622
C 6.6429 -1.6250 1.2563 -0.5503
C 6.0644 -2.6850 0.5215 -0.2266
C 4.9912 -2.4398 -0.2748 -0.6872
C 4.4405 -1.1329 -0.3793 0.5335
N 3.4092 -0.9267 -1.1563 -0.5668
H 4.5096 -3.2079 -0.8564 0.4707
H 6.4797 -3.6778 0.5998 0.4089
H 7.4948 -1.7975 1.8923 0.4092
H 6.4864 0.4848 1.6755 0.4077
H 2.9887 2.3608 -0.6338 0.4703
H 1.5936 1.4664 -2.5030 0.4758
H 1.7225 -0.2885 -2.9079 0.4695
H 0.9965 4.6383 -0.7436 0.4117
H -0.8421 5.1459 0.8841 0.4181
H -2.3273 3.2376 1.5879 0.4951



Order of stability, best first: <B>, <A>